Computed, not measured: a cluster of 11 separate species, C29H56FN15O25 in total, with the ωB97M-V functional and the def2-TZVPD basis.

Bonds (Å) are listed after each position.
Cartesian coordinates (Å):
1 H -6.82 2.76 -2.36  N2 1.035
2 N -6.54 1.78 -2.51  H1 1.035, C3 1.330
3 C -5.94 1.36 -1.40  N2 1.330, N4 1.476, N5 1.472
4 N -5.80 2.34 -0.30  C3 1.476, H32 1.036, H33 1.037
5 N -5.46 -0.03 -1.38  C3 1.472, C6 1.506, H34 1.029
6 C -4.19 -0.16 -0.58  N5 1.506, C7 1.621, H35 1.145, H36 1.144
7 C -3.40 -1.44 -1.17  C6 1.621, C8 1.622, H37 1.151, H38 1.157
8 C -1.80 -1.19 -1.17  C7 1.622, C9 1.623, H39 1.145, H40 1.140
9 C -1.16 -2.40 -2.04  C8 1.623, N10 1.499, H41 1.155, H42 1.157
10 N 0.34 -2.31 -2.00  C9 1.499, C11 1.455, C30 1.456
11 C 1.06 -3.10 -1.02  N10 1.455, O12 1.253, C13 1.593
12 O 0.68 -4.08 -0.33  C11 1.253
13 C 2.51 -2.44 -1.06  C11 1.593, C14 1.539, C29 1.554
14 C 3.82 -2.77 -0.34  C13 1.539, F15 1.423, C16 1.558
15 F 3.86 -3.87 0.56  C14 1.423
16 C 5.09 -1.90 -0.60  C14 1.558, C17 1.622, C20 1.575
17 C 6.41 -2.29 0.24  C16 1.622, C18 1.633, H43 1.142, H44 1.146
18 C 6.50 -1.17 1.42  C17 1.633, C19 1.624, H45 1.147, H46 1.157
19 C 5.13 -1.11 2.30  C18 1.624, H47 1.158, H48 1.152, H49 1.156
20 C 5.10 -0.68 -1.60  C16 1.575, C21 1.588, C25 1.568
21 C 6.43 0.16 -1.80  C20 1.588, O22 1.455, H50 1.158, H51 1.154
22 O 6.66 0.61 -3.17  C21 1.455, N23 1.375
23 N 7.70 1.52 -3.18  O22 1.375, O24 1.196
24 O 7.29 2.60 -3.47  N23 1.196
25 C 3.73 -0.38 -2.31  C20 1.568, C26 1.622, C29 1.542
26 C 3.60 0.88 -3.32  C25 1.622, C27 1.630, H52 1.146, H53 1.139
27 C 3.82 2.19 -2.38  C26 1.630, O28 1.447, H54 1.147, H55 1.161
28 O 3.07 3.34 -2.84  C27 1.447, H56 0.991
29 C 2.47 -1.23 -2.04  C13 1.554, C25 1.542, C30 1.591
30 C 0.98 -1.13 -2.57  N10 1.456, C29 1.591, O31 1.262
31 O 0.42 -0.25 -3.28  C30 1.262
32 H -5.03 3.01 -0.52  N4 1.036
33 H -5.65 1.87 0.61  N4 1.037
34 H -6.18 -0.68 -1.05  N5 1.029
35 H -3.51 0.75 -0.75  C6 1.145
36 H -4.38 -0.36 0.53  C6 1.144
37 H -3.70 -1.56 -2.28  C7 1.151
38 H -3.64 -2.42 -0.61  C7 1.157
39 H -1.36 -1.21 -0.11  C8 1.145
40 H -1.64 -0.16 -1.64  C8 1.140
41 H -1.47 -3.43 -1.63  C9 1.155
42 H -1.46 -2.29 -3.15  C9 1.157
43 H 7.35 -2.30 -0.42  C17 1.142
44 H 6.24 -3.33 0.69  C17 1.146
45 H 7.45 -1.26 2.06  C18 1.147
46 H 6.57 -0.14 0.90  C18 1.157
47 H 4.25 -0.67 1.69  C19 1.158
48 H 5.25 -0.39 3.19  C19 1.152
49 H 4.80 -2.16 2.65  C19 1.156
50 H 7.32 -0.53 -1.52  C21 1.158
51 H 6.53 1.07 -1.10  C21 1.154
52 H 2.56 0.92 -3.79  C26 1.146
53 H 4.35 0.82 -4.18  C26 1.139
54 H 4.93 2.39 -2.18  C27 1.147
55 H 3.37 1.88 -1.36  C27 1.161
56 H 2.92 3.87 -2.02  O28 0.991
57 C -7.97 -1.90 -3.52  N58 1.486, H61 1.089, H62 1.090, H63 1.089
58 N -6.64 -2.56 -3.52  C57 1.486, O59 1.222, O60 1.218
59 O -6.28 -3.11 -2.49  N58 1.222
60 O -6.00 -2.50 -4.56  N58 1.218
61 H -8.42 -2.03 -2.53  C57 1.089
62 H -7.81 -0.84 -3.73  C57 1.090
63 H -8.58 -2.37 -4.29  C57 1.089
64 C 4.45 5.01 1.41  N65 1.486, H68 1.088, H69 1.089, H70 1.090
65 N 3.65 5.50 0.26  C64 1.486, O66 1.217, O67 1.223
66 O 3.94 6.58 -0.22  N65 1.217
67 O 2.75 4.76 -0.13  N65 1.223
68 H 5.21 5.76 1.65  C64 1.088
69 H 3.77 4.88 2.25  C64 1.089
70 H 4.91 4.07 1.12  C64 1.090
71 C -5.62 2.46 4.18  N72 1.487, H75 1.089, H76 1.090, H77 1.090
72 N -5.78 1.05 3.74  C71 1.487, O73 1.221, O74 1.222
73 O -6.33 0.28 4.52  N72 1.221
74 O -5.34 0.76 2.64  N72 1.222
75 H -6.05 2.57 5.17  C71 1.089
76 H -4.56 2.69 4.19  C71 1.090
77 H -6.15 3.09 3.46  C71 1.090
78 C 5.72 -5.90 -2.81  N79 1.486, H82 1.088, H83 1.089, H84 1.090
79 N 6.07 -4.50 -3.14  C78 1.486, O80 1.219, O81 1.221
80 O 5.56 -4.01 -4.13  N79 1.219
81 O 6.85 -3.94 -2.39  N79 1.221
82 H 5.02 -6.27 -3.56  C78 1.088
83 H 6.64 -6.49 -2.82  C78 1.089
84 H 5.26 -5.91 -1.82  C78 1.090
85 C -1.75 4.82 0.23  N86 1.486, H89 1.088, H90 1.090, H91 1.089
86 N -2.57 3.75 0.84  C85 1.486, O87 1.221, O88 1.222
87 O -2.72 3.77 2.05  N86 1.221
88 O -3.05 2.92 0.08  N86 1.222
89 H -1.40 5.49 1.01  C85 1.088
90 H -0.91 4.35 -0.28  C85 1.090
91 H -2.38 5.37 -0.47  C85 1.089
92 C -7.89 -0.15 8.02  N93 1.486, H96 1.089, H97 1.089, H98 1.089
93 N -7.57 1.30 8.07  C92 1.486, O94 1.220, O95 1.219
94 O -6.49 1.65 7.62  N93 1.220
95 O -8.40 2.03 8.57  N93 1.219
96 H -7.06 -0.68 7.56  C92 1.089
97 H -8.04 -0.49 9.05  C92 1.089
98 H -8.80 -0.27 7.43  C92 1.089
99 C -1.18 8.73 -2.41  N100 1.486, H103 1.088, H104 1.089, H105 1.089
100 N -2.00 7.66 -1.79  C99 1.486, O101 1.222, O102 1.219
101 O -2.14 7.68 -0.58  N100 1.222
102 O -2.48 6.83 -2.55  N100 1.219
103 H -0.82 9.40 -1.62  C99 1.088
104 H -0.34 8.25 -2.92  C99 1.089
105 H -1.81 9.27 -3.11  C99 1.089
106 C -4.56 -2.17 3.22  N107 1.486, H110 1.088, H111 1.090, H112 1.090
107 N -3.23 -2.83 3.20  C106 1.486, O108 1.221, O109 1.220
108 O -2.86 -3.39 4.23  N107 1.221
109 O -2.59 -2.76 2.16  N107 1.220
110 H -5.00 -2.31 4.21  C106 1.088
111 H -4.41 -1.11 3.02  C106 1.090
112 H -5.17 -2.65 2.46  C106 1.090
113 C 7.47 -2.75 5.89  N114 1.486, H117 1.088, H118 1.089, H119 1.089
114 N 7.09 -1.60 5.03  C113 1.486, O115 1.220, O116 1.218
115 O 7.90 -1.23 4.20  N114 1.220
116 O 5.99 -1.12 5.22  N114 1.218
117 H 8.47 -3.08 5.61  C113 1.088
118 H 7.45 -2.41 6.92  C113 1.089
119 H 6.75 -3.54 5.72  C113 1.089
120 C -0.04 -4.59 -4.97  N121 1.486, H124 1.089, H125 1.089, H126 1.090
121 N -1.00 -5.58 -4.43  C120 1.486, O122 1.221, O123 1.222
122 O -0.64 -6.75 -4.38  N121 1.221
123 O -2.09 -5.15 -4.06  N121 1.222
124 H 0.87 -5.10 -5.25  C120 1.089
125 H -0.51 -4.12 -5.84  C120 1.089
126 H 0.15 -3.86 -4.18  C120 1.090

Computed properties:
E_HOMO	-8.5046	eV
spin multiplicity	1
LUMO energy	-0.03204	Eh
total energy	-3939.530621	Ha
SMILES	[H]/N=C(\N)NCCCCN1C(=O)c2c(F)c(CCC)c(CON=O)c(CCO)c2C1=O.C[N+](=O)[O-].C[N+](=O)[O-].C[N+](=O)[O-].C[N+](=O)[O-].C[N+](=O)[O-].C[N+](=O)[O-].C[N+](=O)[O-].C[N+](=O)[O-].C[N+](=O)[O-].C[N+](=O)[O-]
total charge	0
gap between HOMO and LUMO	7.6	eV

=====

Computed, not measured: a cluster of 2 separate species, C29H56INO7P in total, with the ωB97M-V functional and the def2-TZVPD basis.

Bonds (Å) are listed after each position.
Cartesian coordinates (Å):
1 C 1.76 2.35 -0.09  C2 1.661, H30 1.185, H31 1.183, H32 1.188
2 C 2.52 1.63 -1.38  C1 1.661, C3 1.672, H33 1.193, H34 1.174
3 C 3.04 0.08 -1.01  C2 1.672, I4 2.204, O5 1.471, H35 1.194
4 I 2.01 -0.75 0.75  C3 2.204
5 O 3.08 -0.81 -2.18  C3 1.471, P6 1.741
6 P 1.51 -1.48 -2.56  O5 1.741, O7 1.581, O8 1.776, O9 1.746
7 O 0.29 -0.51 -2.29  P6 1.581
8 O 1.52 -1.77 -4.31  P6 1.776, H36 1.005
9 O 1.39 -3.05 -1.81  P6 1.746, C10 1.472
10 C 0.12 -3.72 -2.14  O9 1.472, C11 1.668, H37 1.194, H38 1.176
11 C -1.07 -3.49 -1.00  C10 1.668, O12 1.474, H39 1.179, H40 1.191
12 O -2.19 -4.37 -1.38  C11 1.474, C13 1.471
13 C -2.93 -4.86 -0.20  O12 1.471, C14 1.670, H41 1.194, H42 1.192
14 C -4.14 -3.79 0.22  C13 1.670, O15 1.485, H43 1.183, H44 1.170
15 O -5.11 -3.60 -0.89  C14 1.485, C16 1.501
16 C -5.09 -2.13 -1.21  O15 1.501, C17 1.668, C29 1.663
17 C -3.86 -1.41 -2.09  C16 1.668, C18 1.664, H45 1.194
18 C -3.88 0.22 -2.40  C17 1.664, C19 1.639, H46 1.180
19 C -5.08 1.23 -1.91  C18 1.639, C20 1.639, C28 1.671
20 C -5.19 2.83 -2.21  C19 1.639, C21 1.673, C22 1.673, C23 1.635
21 C -3.70 3.56 -2.39  C20 1.673, H47 1.194, H48 1.170, H49 1.192
22 C -5.80 3.50 -0.80  C20 1.673, H50 1.192, H51 1.181, H52 1.174
23 C -6.24 3.26 -3.39  C20 1.635, C24 1.635, H53 1.183, H54 1.194
24 C -6.36 2.23 -4.65  C23 1.635, C25 1.673, C26 1.639, C27 1.674
25 C -7.41 0.95 -4.37  C24 1.673, H55 1.184, H56 1.187, H57 1.170
26 C -4.93 1.70 -5.27  C24 1.639, H58 1.192, H59 1.193, H60 1.170
27 C -7.09 3.09 -5.88  C24 1.674, H61 1.170, H62 1.192, H63 1.177
28 C -6.30 0.53 -1.02  C19 1.671, C29 1.672, H64 1.173
29 C -6.30 -1.11 -0.70  C16 1.663, C28 1.672, H65 1.180
30 H 2.42 2.31 0.90  C1 1.185
31 H 1.62 3.50 -0.35  C1 1.183
32 H 0.66 1.94 0.09  C1 1.188
33 H 3.47 2.29 -1.65  C2 1.193
34 H 1.79 1.65 -2.30  C2 1.174
35 H 4.17 0.23 -0.67  C3 1.194
36 H 0.77 -1.22 -4.69  O8 1.005
37 H 0.35 -4.89 -2.13  C10 1.194
38 H -0.25 -3.48 -3.23  C10 1.176
39 H -0.59 -3.76 0.04  C11 1.179
40 H -1.36 -2.33 -1.00  C11 1.191
41 H -3.50 -5.89 -0.40  C13 1.194
42 H -2.22 -5.09 0.73  C13 1.192
43 H -4.65 -4.14 1.23  C14 1.183
44 H -3.62 -2.75 0.39  C14 1.170
45 H -2.98 -2.10 -2.50  C17 1.194
46 H -3.00 0.67 -3.05  C18 1.180
47 H -3.35 3.94 -1.31  C21 1.194
48 H -2.87 2.83 -2.77  C21 1.170
49 H -3.78 4.56 -3.05  C21 1.192
50 H -5.65 4.68 -0.95  C22 1.192
51 H -5.23 3.11 0.15  C22 1.181
52 H -6.96 3.34 -0.70  C22 1.174
53 H -7.31 3.34 -2.90  C23 1.183
54 H -5.98 4.35 -3.82  C23 1.194
55 H -8.09 0.73 -5.31  C25 1.184
56 H -8.03 1.14 -3.38  C25 1.187
57 H -6.74 0.01 -4.19  C25 1.170
58 H -4.98 0.53 -5.46  C26 1.192
59 H -4.72 2.17 -6.35  C26 1.193
60 H -3.99 1.91 -4.62  C26 1.170
61 H -6.70 4.19 -5.96  C27 1.170
62 H -8.26 3.02 -5.63  C27 1.192
63 H -6.93 2.44 -6.85  C27 1.177
64 H -7.23 1.12 -0.61  C28 1.173
65 H -7.18 -1.61 -0.08  C29 1.180
66 C 4.15 0.07 4.45  C67 1.523, H76 1.094, H77 1.095, H78 1.092
67 C 5.30 -0.86 4.11  C66 1.523, N68 1.549, H79 1.097, H80 1.090
68 N 6.60 -0.14 3.68  C67 1.549, C69 1.550, C70 1.546, C72 1.559
69 C 6.28 0.72 2.43  N68 1.550, H81 1.095, H82 1.094, H83 1.093
70 C 7.64 -1.17 3.19  N68 1.546, C71 1.519, H84 1.096, H85 1.099
71 C 8.17 -2.14 4.24  C70 1.519, H86 1.093, H87 1.098, H88 1.090
72 C 7.16 0.85 4.75  N68 1.559, C73 1.539, H89 1.097, H90 1.096
73 C 7.39 0.30 6.17  C72 1.539, O74 1.424, H91 1.097, H92 1.088
74 O 6.18 -0.15 6.77  C73 1.424, C75 1.425
75 C 6.39 -1.09 7.82  O74 1.425, H93 1.095, H94 1.092, H95 1.093
76 H 3.79 0.61 3.56  C66 1.094
77 H 3.30 -0.52 4.82  C66 1.095
78 H 4.40 0.81 5.21  C66 1.092
79 H 5.01 -1.51 3.28  C67 1.097
80 H 5.53 -1.51 4.96  C67 1.090
81 H 5.82 0.07 1.68  C69 1.095
82 H 7.22 1.14 2.06  C69 1.094
83 H 5.61 1.53 2.71  C69 1.093
84 H 8.48 -0.61 2.76  C70 1.096
85 H 7.16 -1.74 2.39  C70 1.099
86 H 9.00 -1.70 4.80  C71 1.093
87 H 8.60 -3.02 3.74  C71 1.098
88 H 7.41 -2.50 4.93  C71 1.090
89 H 6.45 1.68 4.81  C72 1.097
90 H 8.10 1.24 4.35  C72 1.096
91 H 7.78 1.11 6.79  C73 1.097
92 H 8.15 -0.49 6.19  C73 1.088
93 H 7.37 -0.97 8.29  C75 1.095
94 H 6.30 -2.10 7.41  C75 1.092
95 H 5.62 -0.95 8.57  C75 1.093

Computed properties:
E_HOMO	-9.3061	eV
spin multiplicity	1
LUMO energy	-0.08803	Eh
total energy	-2358.264468	Ha
total charge	+1
gap between HOMO and LUMO	6.9	eV
energy relative to the best compared isomer or geometry (same formula, charge and spin)	1610.8	kJ/mol

=====

Computed, not measured: a cluster of 4 separate species, C29H56N3 in total, with the ωB97M-V functional and the def2-TZVPD basis.

Bonds (Å) are listed after each position.
Cartesian coordinates (Å):
1 C 1.28 2.61 3.32  C2 1.648, C14 1.650, H15 1.174
2 C 0.94 1.01 3.56  C1 1.648, C3 1.643, H16 1.178
3 C -0.39 0.41 2.79  C2 1.643, C4 1.639, H17 1.180
4 C -1.26 1.44 1.87  C3 1.639, C5 1.673, C13 1.659
5 C -2.59 0.87 1.02  C4 1.673, C6 1.673, H18 1.183, H19 1.188
6 C -2.08 0.83 -0.57  C5 1.673, C7 1.640, H20 1.175, H21 1.194
7 C -0.86 -0.25 -0.72  C6 1.640, C8 1.639, H22 1.187, H23 1.194
8 C 0.55 0.37 -1.30  C7 1.639, N9 1.515, N12 1.513
9 N 1.45 -0.31 -2.31  C8 1.515, N10 1.389, H24 1.044
10 N 2.60 0.37 -2.69  N9 1.389, C11 1.536
11 C 2.57 1.67 -1.88  N10 1.536, N12 1.538, H25 1.180
12 N 1.30 1.65 -1.01  C8 1.513, C11 1.538, H26 1.051
13 C -0.94 3.05 1.65  C4 1.659, C14 1.640, H27 1.179
14 C 0.38 3.64 2.41  C1 1.650, C13 1.640, H28 1.181
15 H 2.24 3.04 3.84  C1 1.174
16 H 1.59 0.27 4.20  C2 1.178
17 H -0.76 -0.71 2.86  C3 1.180
18 H -2.91 -0.22 1.37  C5 1.183
19 H -3.51 1.61 1.17  C5 1.188
20 H -1.69 1.88 -0.90  C6 1.175
21 H -3.01 0.46 -1.22  C6 1.194
22 H -0.67 -0.88 0.27  C7 1.187
23 H -1.22 -1.05 -1.52  C7 1.194
24 H 1.24 -1.25 -2.70  N9 1.044
25 H 3.41 2.50 -1.97  C11 1.180
26 H 0.99 2.39 -0.33  N12 1.051
27 H -1.65 3.69 0.96  C13 1.179
28 H 0.62 4.79 2.26  C14 1.181
29 C -4.07 3.04 -3.48  C30 1.521, H35 1.093, H36 1.095, H37 1.094
30 C -5.06 1.88 -3.58  C29 1.521, C31 1.531, H38 1.095, H39 1.097
31 C -4.53 0.71 -4.40  C30 1.531, C32 1.533, H40 1.096, H41 1.097
32 C -4.24 1.02 -5.88  C31 1.533, C33 1.530, H42 1.097, H43 1.096
33 C -5.43 1.56 -6.68  C32 1.530, C34 1.521, H44 1.097, H45 1.095
34 C -6.59 0.58 -6.76  C33 1.521, H46 1.094, H47 1.095, H48 1.094
35 H -3.86 3.47 -4.46  C29 1.093
36 H -4.49 3.84 -2.85  C29 1.095
37 H -3.13 2.71 -3.04  C29 1.094
38 H -6.01 2.24 -3.98  C30 1.095
39 H -5.27 1.53 -2.56  C30 1.097
40 H -5.25 -0.12 -4.34  C31 1.096
41 H -3.61 0.34 -3.94  C31 1.097
42 H -3.88 0.10 -6.36  C32 1.097
43 H -3.42 1.74 -5.95  C32 1.096
44 H -5.09 1.79 -7.69  C33 1.097
45 H -5.79 2.50 -6.25  C33 1.095
46 H -6.27 -0.36 -7.23  C34 1.094
47 H -7.40 1.00 -7.37  C34 1.095
48 H -7.01 0.35 -5.78  C34 1.094
49 C 6.79 -5.21 -4.41  C50 1.521, H55 1.093, H56 1.095, H57 1.094
50 C 5.57 -4.40 -4.01  C49 1.521, C51 1.531, H58 1.095, H59 1.097
51 C 5.35 -3.16 -4.87  C50 1.531, C52 1.533, H60 1.096, H61 1.097
52 C 6.46 -2.11 -4.82  C51 1.533, C53 1.530, H62 1.097, H63 1.096
53 C 6.78 -1.57 -3.42  C52 1.530, C54 1.521, H64 1.097, H65 1.095
54 C 5.61 -0.84 -2.78  C53 1.521, H66 1.094, H67 1.095, H68 1.094
55 H 7.71 -4.63 -4.30  C49 1.093
56 H 6.88 -6.10 -3.78  C49 1.095
57 H 6.72 -5.54 -5.46  C49 1.094
58 H 5.64 -4.13 -2.95  C50 1.095
59 H 4.68 -5.05 -4.09  C50 1.097
60 H 4.40 -2.70 -4.59  C51 1.096
61 H 5.22 -3.48 -5.92  C51 1.097
62 H 6.19 -1.28 -5.47  C52 1.097
63 H 7.38 -2.54 -5.24  C52 1.096
64 H 7.62 -0.87 -3.50  C53 1.097
65 H 7.11 -2.38 -2.76  C53 1.095
66 H 5.29 0.00 -3.41  C54 1.094
67 H 5.90 -0.44 -1.81  C54 1.095
68 H 4.75 -1.50 -2.63  C54 1.094
69 C -1.64 0.31 6.14  C70 1.521, H75 1.093, H76 1.095, H77 1.094
70 C -0.39 0.20 7.01  C69 1.521, C71 1.531, H78 1.095, H79 1.097
71 C -0.34 -1.09 7.82  C70 1.531, C72 1.533, H80 1.096, H81 1.097
72 C -1.46 -1.27 8.85  C71 1.533, C73 1.530, H82 1.097, H83 1.096
73 C -1.58 -0.15 9.89  C72 1.530, C74 1.521, H84 1.097, H85 1.095
74 C -0.35 -0.02 10.77  C73 1.521, H86 1.094, H87 1.095, H88 1.094
75 H -2.55 0.33 6.75  C69 1.093
76 H -1.61 1.23 5.56  C69 1.095
77 H -1.71 -0.53 5.45  C69 1.094
78 H -0.32 1.07 7.66  C70 1.095
79 H 0.49 0.23 6.35  C70 1.097
80 H 0.63 -1.14 8.33  C71 1.096
81 H -0.36 -1.95 7.14  C71 1.097
82 H -1.30 -2.22 9.37  C72 1.097
83 H -2.42 -1.37 8.33  C72 1.096
84 H -2.45 -0.37 10.53  C73 1.097
85 H -1.79 0.80 9.40  C73 1.095
86 H -0.15 -0.95 11.31  C74 1.094
87 H -0.50 0.77 11.52  C74 1.095
88 H 0.54 0.25 10.19  C74 1.094

Computed properties:
E_HOMO	-11.4134	eV
spin multiplicity	1
LUMO energy	-0.14380	Eh
total energy	-1302.169537	Ha
total charge	+1
gap between HOMO and LUMO	7.5	eV

=====

Look up the LUMO energy of the third one. -0.14380 Eh

=====

Look up the E_HOMO of the third one. -11.4134 eV

=====

Among the records above, which one has the highest total energy? C29H56N3

=====

Which value of spin multiplicity does entry 2 give? 1